1.
Molecular formula: C22H42N5O7
Method: DFT, ωB97M-V with the def2-TZVPD basis set

Results
DFT total energy = -1663.52436 Eh
E_LUMO = -4.8 eV
HOMO-LUMO gap = 6.2 eV
net charge = +1

Atoms and positions in Å:
H -4.159 0.717 -2.197
H -1.892 -1.141 -1.472
C 1.843 -2.459 1.701
H -1.815 1.191 -1.375
C 0.890 -1.697 3.938
C 5.912 -3.746 -0.676
H -4.420 4.554 -0.222
H -3.831 6.633 -0.619
H -0.055 -3.010 2.521
H -0.242 1.168 -0.370
H 1.380 -2.562 -1.602
O -2.339 -0.149 -4.095
C -5.723 0.697 -5.002
N -2.456 5.041 -0.613
C 3.177 -1.644 1.919
O -3.219 2.921 -0.181
C -0.788 -0.814 -1.473
H 7.927 -4.625 -2.354
O 1.766 -3.178 0.460
O 5.951 -0.447 3.046
H -1.657 -1.498 3.145
C -3.334 0.177 -4.719
H -0.750 4.124 0.151
N -4.586 0.304 -4.194
H -3.783 0.237 5.650
N -2.879 0.033 3.784
C -3.997 0.463 4.602
H -4.892 -0.087 4.302
H -4.168 1.534 4.485
N 6.742 -3.067 -1.648
H 0.038 -1.741 4.702
O 6.527 -1.043 -0.592
H -6.475 -0.095 -4.967
H -6.145 1.620 -4.597
C -4.786 0.039 -2.782
H -1.033 3.872 -1.585
H -3.292 0.402 -5.796
H -2.483 6.768 -1.773
C -0.104 -1.521 -0.188
H 0.029 -0.712 0.610
C -1.083 4.603 -0.773
H -5.427 0.864 -6.039
C 3.298 -0.806 3.223
H -1.773 1.789 3.628
H 6.480 -4.259 -3.333
H -0.151 1.240 -2.222
H -5.833 0.181 -2.511
C -0.732 0.798 -1.335
H 5.810 -4.802 -0.927
H -0.435 5.450 -1.002
H 7.898 -3.187 -3.402
C -2.516 -1.280 3.801
H -0.217 -1.141 -2.407
C -2.182 1.014 2.975
H -2.198 7.021 -0.028
H 6.365 -3.644 0.314
C 4.655 0.063 3.407
H -4.487 -0.990 -2.566
H 4.002 -1.691 1.126
H -1.367 0.552 2.414
H -2.889 1.463 2.272
H 7.619 -1.313 -2.280
C 1.367 -2.142 -0.523
C 2.127 -0.820 4.251
H 2.086 -1.244 -0.534
O 4.488 1.225 3.851
H 2.237 -0.175 5.199
C 6.974 -1.734 -1.494
H 4.925 -3.274 -0.661
C 7.297 -3.825 -2.752
O -3.055 -2.153 4.455
H -0.710 -2.385 0.254
C -2.766 6.449 -0.766
H 5.927 -0.759 2.093
C -3.414 4.117 -0.322
N 0.801 -2.460 2.689

These are the Löwdin partial charges, in e, on atoms 1 to 4:
1 H 0.078
2 H 0.107
3 C -0.148
4 H 0.054

2.
Molecular formula: C22H42NP3S2Tm
Method: DFT, ωB97M-V with the def2-TZVPD basis set

Results
DFT total energy = -3822.81999 Eh
E_LUMO (alpha / beta) = -11.5 / -11.5 eV
2S+1 = 3
HOMO-LUMO gap (alpha / beta) = 3.6 / 3.6 eV
net charge = +3
energy relative to the best compared isomer or geometry (same formula, charge and spin) = 38.6 kJ/mol

Atoms and positions in Å:
H 1.818 0.256 -6.297
H 0.883 -3.804 -7.479
C -1.025 2.202 3.427
N 1.292 2.605 3.050
H 2.271 -0.224 2.275
H -4.096 1.249 1.650
H 0.930 0.643 5.747
Tm -0.643 1.323 -0.395
C -0.692 1.452 4.550
H 2.203 -2.007 2.271
C 1.643 1.842 4.131
C 3.217 1.617 -0.234
H 0.015 -2.225 3.022
H 3.283 2.815 -2.625
C 2.106 -1.108 1.647
C -0.017 2.715 2.610
H -0.727 -3.805 -5.320
H 2.269 -1.727 -7.711
H -0.642 -0.569 3.070
C 0.704 -2.925 -6.856
H -1.480 1.023 5.170
C -1.654 2.744 -1.632
H 2.753 1.909 0.720
H -1.397 -2.700 -6.616
H -0.462 1.782 -3.171
P 1.926 1.172 -1.458
C -4.408 0.435 -1.180
H -4.093 0.361 -2.227
H -2.651 -2.427 0.539
C 1.464 -1.792 -6.966
C -3.176 -1.897 -0.263
P -3.035 -0.079 -0.079
H 3.897 0.775 -0.058
H -2.054 2.387 3.123
H 2.373 1.790 -3.784
H 1.537 3.091 -2.887
H -2.743 -2.197 -1.227
C 0.350 -0.732 -5.070
H -0.621 -2.985 -0.176
H -4.682 -0.447 1.686
H 1.668 -0.953 -2.627
H -5.270 -0.225 -1.013
H -3.076 -0.021 2.367
H 0.892 -3.446 0.669
S -0.288 3.523 1.124
H -4.240 -2.172 -0.243
P 0.419 -1.072 0.934
C -0.364 -1.915 -4.887
H 2.870 -1.132 0.862
S -0.952 -2.667 -3.546
C -0.533 -1.466 2.449
C 2.322 2.324 -2.826
C 2.502 -0.432 -2.136
C -3.798 0.195 1.568
C -0.512 -2.925 -5.995
H 3.785 2.474 -0.617
H -1.955 0.834 -2.702
H 2.898 -1.080 -1.344
C 0.654 1.251 4.887
H 3.286 -0.245 -2.882
C -1.261 1.646 -2.436
H 2.710 1.764 4.333
C 1.250 -0.658 -6.136
H 0.238 0.063 -4.333
H -2.678 2.868 -1.252
H 2.015 3.064 2.494
C 0.406 -2.680 0.049
H -1.531 -1.848 2.208
H -1.106 3.691 -1.706
H 0.942 -2.589 -0.904
H -4.695 1.472 -0.970

These are the Löwdin partial charges, in e, on atoms 1 to 4:
1 H 0.120
2 H 0.132
3 C -0.073
4 N 0.084

3.
Molecular formula: C22H43As2Cl3CoGeSb
Method: DFT, ωB97M-V with the def2-TZVPD basis set

Results
DFT total energy = -10415.15385 Eh
E_LUMO (alpha / beta) = -11.3 / -11.3 eV
2S+1 = 2
HOMO-LUMO gap (alpha / beta) = 5.6 / 5.6 eV
net charge = +3
energy relative to the best compared isomer or geometry (same formula, charge and spin) = 14.5 kJ/mol

Atoms and positions in Å:
H -1.712 6.129 -1.056
C -0.086 2.879 3.293
C 1.421 -2.213 -3.501
H -1.630 4.972 2.464
H -3.302 1.586 2.814
H 0.485 3.731 2.922
C -2.218 4.122 2.809
H 4.025 -4.318 -2.990
H -1.548 -0.741 0.095
H -1.170 -5.896 0.753
H 1.355 -1.168 -3.793
C -2.489 -0.204 0.193
H -3.204 4.122 2.339
C 0.545 5.076 0.181
C -1.477 2.791 2.703
H 1.122 -5.239 2.487
C -2.297 1.632 3.235
C -1.919 0.783 -2.028
H 3.523 -0.370 -1.525
C 1.685 -4.990 -0.615
H 0.694 3.411 -2.079
H 0.455 -2.702 -3.604
H -1.814 1.670 -2.649
Sb -1.164 2.547 0.491
H -3.638 2.797 -1.200
C -2.397 1.075 -0.617
H -2.216 5.436 0.469
H -4.483 1.276 -0.973
H -2.383 4.269 3.883
C 3.426 -4.876 -2.280
H 0.262 5.321 1.205
Cl 1.270 0.005 0.973
H -2.406 1.814 4.309
Co 0.565 -1.722 -0.056
H -3.251 -0.868 -0.229
H 2.146 -2.714 -4.141
C 1.014 -4.179 2.261
H 4.357 -1.730 -2.324
As 2.034 -2.398 -1.685
H -2.045 -4.358 0.790
H -0.989 3.663 -2.620
C -1.263 -4.918 0.283
H -4.002 2.185 0.445
H -0.973 0.239 -2.033
H -2.733 -0.016 1.235
C 2.879 -6.976 -1.225
C 3.642 -6.240 -2.126
C -3.682 1.909 -0.568
H 0.291 -3.732 2.938
Cl 3.335 2.543 -0.039
As 0.423 -4.007 0.432
H 0.125 5.013 -2.516
H 0.496 1.973 3.170
H 1.458 4.481 0.188
C -0.574 4.425 -0.613
H -0.222 3.022 4.371
H -1.500 -5.041 -0.771
C 2.442 -4.258 -1.519
H -1.787 0.675 3.125
H -2.673 0.143 -2.499
C 1.897 -6.356 -0.463
H 1.313 -6.941 0.236
C 3.694 -1.445 -1.509
H 4.134 -1.735 -0.556
H 4.407 -6.733 -2.711
C -1.900 5.176 -0.540
Cl 3.228 2.070 3.251
H 0.779 6.021 -0.322
Ge 4.076 1.051 1.509
C -0.169 4.074 -2.034
H 1.976 -3.683 2.357
H -2.714 4.700 -1.085
H 3.054 -8.038 -1.114

These are the Löwdin partial charges, in e, on atoms 1 to 4:
1 H 0.133
2 C -0.131
3 C -0.225
4 H 0.075